DFT (the ωB97M-V functional and the def2-TZVPD basis) results for C36H33BrF2IN6OPb as an isolated structure.

Positions of all 81 atoms, in Å:
Pb1 -0.04669 0.09077 0.50303
N1 1.28864 0.79218 5.02172
C1 1.12251 -0.07764 3.99033
N2 1.80307 -0.07363 2.90627
C2 2.72085 0.95332 2.68387
N3 3.34072 1.07279 1.57443
N4 2.92030 0.37310 0.50152
C3 3.75688 -0.22054 -0.23576
C4 3.39542 -0.91871 -1.48560
C5 4.41317 -1.28344 -2.36590
C6 4.08764 -1.97780 -3.51832
C7 2.76437 -2.31357 -3.74709
C8 1.81889 -1.91745 -2.80867
N5 2.12257 -1.22635 -1.71919
C9 2.99297 1.90875 3.77204
C10 3.93984 2.92463 3.67311
C11 4.16324 3.78638 4.73004
C12 3.44897 3.63073 5.91555
C13 2.50506 2.62974 6.03339
C14 2.26050 1.78382 4.95452
H1 0.65135 0.77610 5.79777
H2 0.35311 -0.83300 4.12886
H3 4.81088 -0.28420 0.05865
H4 5.43910 -1.01247 -2.14649
H5 4.85818 -2.25290 -4.22757
H6 2.46660 -2.86614 -4.62819
H7 0.76978 -2.17135 -2.92689
H8 4.49006 3.01473 2.74522
H9 4.89529 4.57796 4.63841
H10 3.62960 4.29282 6.75289
H11 1.95259 2.49744 6.95668
C15 -3.84459 -2.64049 0.04548
C16 -4.73063 -2.01550 0.84521
C17 -4.41959 -0.77927 1.48004
C18 -3.18119 -0.22020 1.23225
N6 -2.28117 -0.77040 0.39932
C19 -2.51674 -2.02857 -0.26111
C20 -2.72867 1.01117 1.95758
C21 -3.66695 1.88737 2.51013
C22 -3.26459 2.98445 3.25918
C23 -1.90971 3.22728 3.44570
C24 -0.98107 2.39523 2.82907
C25 -1.35085 1.28213 2.06975
H12 -4.07051 -3.59196 -0.42583
H13 -5.69960 -2.47125 1.03083
H14 -5.12122 -0.32663 2.16471
H15 -2.42545 -1.87943 -1.35024
H16 -4.72370 1.72273 2.33235
H17 -4.00515 3.65732 3.67621
H18 -1.58316 4.08180 4.03033
H19 0.07756 2.64862 2.91989
F1 -0.98506 2.93637 -1.06769
C26 0.15570 2.25626 -0.62326
F2 1.00553 2.25203 -1.75194
H20 0.64036 2.95381 0.07969
Br1 -3.54152 0.27094 -6.52648
C27 -2.44079 1.69503 -5.92753
C28 -2.27453 2.77236 -6.78747
C29 -1.45803 3.83010 -6.42084
C30 -0.80081 3.80146 -5.19891
C31 -0.97766 2.73104 -4.33549
C32 -1.80799 1.67220 -4.68597
I1 -2.05916 0.11401 -3.31443
H21 -2.78884 2.77374 -7.73972
H22 -1.33699 4.67101 -7.09312
H23 -0.14661 4.61362 -4.90692
H24 -0.47093 2.71504 -3.37907
C33 -1.55691 -5.09759 0.93579
C34 -1.11082 -3.64715 1.12200
C35 0.41059 -3.59828 1.29083
C36 -1.76119 -3.05817 2.37693
O1 -1.38838 -2.94490 -0.09515
H25 -1.21127 -5.72033 1.76678
H26 -1.14690 -5.48840 0.00152
H27 -2.64660 -5.15414 0.88440
H28 0.74625 -4.37105 1.98934
H29 0.72088 -2.62089 1.66562
H30 0.89361 -3.74731 0.32228
H31 -1.36912 -3.57894 3.25701
H32 -2.84388 -3.16491 2.35920
H33 -1.52597 -1.99524 2.46249

Force components x, y, z for each atom (eV/Å):
Pb -0.3 -0.3 -0.2
N 0.1 0.0 0.0
C 0.0 0.1 0.0
N 0.0 0.0 0.1
C -0.2 -0.4 0.1
N 0.7 0.6 -0.1
N -0.5 -0.1 -0.3
C 0.5 -0.1 0.4
C 0.0 -0.1 -0.1
C 0.1 0.1 0.1
C 0.0 0.0 0.0
C 0.0 0.0 0.0
C 0.0 0.1 0.1
N -0.1 0.0 0.1
C 0.0 -0.1 0.1
C 0.1 0.0 0.0
C 0.0 0.0 0.0
C 0.0 0.0 0.0
C -0.1 0.1 0.0
C 0.0 0.0 -0.1
H -0.1 0.0 0.0
H 0.0 0.1 0.0
H 0.0 0.1 -0.1
H 0.0 0.0 0.0
H 0.0 0.0 0.0
H 0.0 0.0 0.0
H 0.0 0.0 0.0
H 0.0 0.0 0.0
H 0.0 0.0 0.0
H 0.0 0.0 0.0
H 0.0 0.0 0.0
C 0.0 0.0 0.0
C 0.1 0.0 0.0
C -0.1 0.0 0.1
C 0.1 -0.3 0.0
N -0.3 0.3 -0.1
C -0.1 0.2 0.0
C 0.0 0.1 0.0
C 0.0 0.0 0.0
C 0.0 -0.1 0.0
C 0.0 0.0 0.0
C 0.1 -0.1 0.0
C -0.1 0.1 0.0
H 0.0 0.1 0.0
H 0.0 0.0 0.0
H 0.0 0.0 0.0
H 0.1 -0.1 -0.1
H 0.0 0.0 0.0
H 0.0 0.0 0.0
H 0.0 0.0 0.0
H -0.1 0.0 0.0
F 0.1 -0.1 0.0
C -0.2 0.0 0.1
F -0.1 -0.1 0.1
H 0.0 0.0 -0.1
Br 0.0 0.0 0.0
C 0.1 0.0 0.1
C 0.0 0.0 0.0
C 0.0 0.0 0.0
C 0.0 0.0 0.0
C 0.1 0.1 0.1
C -0.1 -0.2 -0.1
I 0.1 0.1 0.0
H 0.0 0.0 0.0
H 0.0 0.0 0.0
H 0.0 0.0 0.0
H 0.0 0.0 0.0
C -0.1 0.0 0.0
C 0.0 0.0 0.1
C 0.0 0.0 -0.1
C 0.0 0.1 0.0
O 0.0 0.1 0.1
H 0.0 0.0 0.0
H 0.0 0.0 0.1
H 0.0 0.0 0.0
H 0.0 0.0 0.0
H 0.1 0.0 0.0
H 0.0 -0.1 0.1
H 0.0 0.0 0.0
H 0.0 0.0 0.0
H 0.0 -0.1 0.1

LUMO level: 2.06 eV
relative energy (zero: lowest compared OMol25 entry of this formula, charge and spin): 33.5 kcal per mole
charge: -1
E: -137680.21350 eV
highest occupied orbital energy: -3.26 eV
frontier orbital gap: 5.32 eV